1.
Formula: C65H83ClF7N4O5P2S2
Source: OMol25
Level of theory: wB97M-V/def2-TZVPD

Last column: Mulliken charge in e.
Positions of all 169 atoms, in Å:
1 C 5.724 0.789 4.724  -0.951
2 C 4.955 2.042 4.100  -0.561
3 C 4.620 1.639 2.588  -0.263
4 C 3.373 0.683 2.668  -0.806
5 N 2.947 0.166 1.344  0.331
6 C 1.794 -0.730 1.523  -1.522
7 C 0.805 -0.655 0.294  0.128
8 C -0.280 -1.805 0.413  -1.149
9 C -1.756 -1.312 0.450  -0.326
10 N -2.330 -0.787 -0.818  0.270
11 C -3.609 -0.440 -0.772  0.397
12 N -4.214 0.125 -1.972  -0.328
13 C -5.265 -0.803 -2.465  -0.405
14 O -4.729 -1.748 -3.362  -0.492
15 C -5.921 -1.527 -1.243  -0.210
16 C -5.831 -0.520 -0.032  -0.251
17 C -6.752 -0.930 1.174  -0.886
18 C -8.259 -0.597 0.823  -1.111
19 C -8.590 0.927 1.101  -0.608
20 P -10.418 1.153 0.703  0.995
21 O -10.633 0.432 -0.626  -0.815
22 O -11.242 0.276 1.864  -0.423
23 C -11.963 1.089 2.824  -0.050
24 C -13.490 1.018 2.465  -1.163
25 O -10.816 2.767 0.624  -0.295
26 C -12.100 3.002 -0.009  -0.184
27 C -11.909 4.284 -0.933  -1.102
28 N -4.387 -0.555 0.401  -0.162
29 P -1.525 -0.503 -2.388  0.305
30 O -0.424 -1.779 -2.661  -0.453
31 Cl -0.396 1.288 -2.144  -0.223
32 C 4.024 -0.455 0.613  0.021
33 S 4.625 -1.981 0.840  -0.209
34 S 4.826 0.587 -0.690  -0.067
35 C 6.638 0.437 -0.320  -0.374
36 C 7.529 1.121 -1.443  -0.289
37 C 8.668 2.034 -0.763  -0.678
38 H 6.773 1.068 4.976  0.332
39 H 5.797 -0.054 3.982  0.262
40 H 5.157 0.372 5.587  0.245
41 H 3.978 2.175 4.637  0.276
42 H 5.570 2.967 4.098  0.370
43 H 4.422 2.526 1.941  0.361
44 H 5.520 1.098 2.215  -0.099
45 H 3.490 -0.137 3.422  0.345
46 H 2.525 1.326 3.037  0.467
47 H 2.047 -1.786 1.792  0.497
48 H 1.214 -0.323 2.398  0.404
49 H 1.315 -0.607 -0.694  0.084
50 H 0.239 0.309 0.426  0.236
51 H -0.123 -2.633 -0.327  0.372
52 H -0.090 -2.289 1.412  0.536
53 H -1.882 -0.543 1.257  0.385
54 H -2.382 -2.191 0.780  0.338
55 H -4.569 1.059 -1.775  0.288
56 H -6.063 -0.161 -2.930  0.481
57 H -4.261 -1.280 -4.070  0.377
58 H -5.367 -2.469 -0.980  0.137
59 H -6.969 -1.848 -1.468  0.520
60 H -6.118 0.510 -0.366  0.044
61 H -6.463 -0.290 2.053  0.399
62 H -6.584 -1.990 1.480  0.418
63 H -8.883 -1.281 1.455  0.459
64 H -8.408 -0.868 -0.249  0.396
65 H -7.938 1.516 0.413  0.410
66 H -8.431 1.153 2.182  0.327
67 H -11.560 2.118 2.968  0.136
68 H -11.849 0.572 3.816  0.367
69 H -14.111 1.780 2.993  0.329
70 H -13.690 1.009 1.362  0.304
71 H -13.855 0.018 2.830  0.345
72 H -12.469 2.159 -0.634  0.416
73 H -12.820 3.239 0.819  0.224
74 H -12.331 4.064 -1.940  0.306
75 H -12.313 5.210 -0.465  0.300
76 H -10.805 4.458 -1.050  0.274
77 H -4.256 -1.505 0.766  0.383
78 H 0.440 -1.333 -2.742  0.348
79 H 6.944 -0.640 -0.275  0.361
80 H 6.923 0.903 0.652  0.207
81 H 6.941 1.713 -2.182  0.089
82 H 8.078 0.333 -2.011  0.281
83 H 8.883 2.877 -1.466  -0.122
84 H 8.368 2.423 0.235  0.432
85 H 9.618 1.437 -0.731  0.233
86 F -6.822 -4.111 0.098  -0.282
87 C -8.051 -4.678 0.138  0.364
88 C -8.731 -4.899 -1.046  -0.125
89 C -9.989 -5.485 -1.008  -0.668
90 C -10.555 -5.834 0.214  -0.470
91 C -9.862 -5.601 1.397  -0.554
92 C -8.599 -5.025 1.360  -0.312
93 H -8.276 -4.613 -1.987  0.446
94 H -10.528 -5.670 -1.928  0.384
95 H -11.539 -6.287 0.243  0.404
96 H -10.306 -5.869 2.348  0.394
97 H -8.040 -4.844 2.270  0.421
98 F -8.921 2.040 4.956  -0.292
99 C -9.297 3.316 5.182  0.388
100 C -9.399 4.189 4.115  -0.009
101 C -9.790 5.503 4.344  -0.553
102 C -10.064 5.928 5.640  -0.476
103 C -9.952 5.040 6.705  -0.424
104 C -9.571 3.724 6.475  -0.560
105 H -9.174 3.841 3.114  0.378
106 H -9.881 6.193 3.515  0.383
107 H -10.364 6.953 5.819  0.375
108 H -10.161 5.374 7.713  0.372
109 H -9.487 3.016 7.291  0.421
110 F 9.126 2.403 -4.048  -0.208
111 C 10.410 2.800 -4.123  0.371
112 C 11.296 2.102 -4.925  -0.362
113 C 12.620 2.517 -4.999  -0.509
114 C 13.046 3.618 -4.264  -0.575
115 C 12.148 4.308 -3.458  -0.689
116 C 10.821 3.901 -3.390  -0.189
117 H 10.949 1.242 -5.484  0.431
118 H 13.320 1.983 -5.630  0.394
119 H 14.075 3.937 -4.320  0.585
120 H 12.481 5.163 -2.883  0.372
121 H 10.107 4.433 -2.774  0.404
122 F 15.890 2.870 -4.286  -0.325
123 C 16.043 1.738 -3.574  0.278
124 C 16.515 0.600 -4.203  -0.402
125 C 16.676 -0.567 -3.466  -0.399
126 C 16.354 -0.584 -2.113  -0.449
127 C 15.876 0.566 -1.495  -0.439
128 C 15.724 1.736 -2.227  -0.197
129 H 16.753 0.631 -5.259  0.419
130 H 17.053 -1.462 -3.946  0.360
131 H 16.476 -1.496 -1.541  0.373
132 H 15.621 0.551 -0.443  0.356
133 H 15.361 2.644 -1.761  0.424
134 F 8.214 1.423 -7.692  -0.281
135 C 6.921 1.615 -7.381  0.162
136 C 6.591 2.101 -6.128  -0.069
137 C 5.254 2.304 -5.809  -0.543
138 C 4.265 2.009 -6.741  -0.478
139 C 4.611 1.517 -7.994  -0.421
140 C 5.947 1.323 -8.320  -0.406
141 H 7.374 2.316 -5.414  0.496
142 H 4.984 2.691 -4.833  0.387
143 H 3.222 2.164 -6.489  0.382
144 H 3.840 1.285 -8.718  0.358
145 H 6.236 0.949 -9.294  0.419
146 F -5.987 -9.494 -5.764  -0.309
147 C -5.822 -8.396 -5.013  0.204
148 C -5.589 -8.531 -3.655  -0.321
149 C -5.413 -7.393 -2.879  -0.514
150 C -5.483 -6.134 -3.468  -0.341
151 C -5.723 -6.012 -4.832  -0.516
152 C -5.888 -7.149 -5.612  -0.327
153 H -5.547 -9.519 -3.215  0.416
154 H -5.223 -7.486 -1.817  0.373
155 H -5.350 -5.246 -2.860  0.559
156 H -5.781 -5.031 -5.288  0.361
157 H -6.067 -7.075 -6.677  0.409
158 F 5.945 -0.730 7.462  -0.306
159 C 7.124 -0.655 8.106  0.372
160 C 7.447 0.499 8.797  -0.326
161 C 8.662 0.573 9.465  -0.346
162 C 9.544 -0.502 9.426  -0.486
163 C 9.208 -1.654 8.723  -0.345
164 C 7.989 -1.735 8.063  -0.451
165 H 6.751 1.329 8.810  0.407
166 H 8.923 1.468 10.016  0.355
167 H 10.493 -0.441 9.944  0.369
168 H 9.897 -2.489 8.689  0.357
169 H 7.707 -2.627 7.518  0.400

For the largest force on an atom, the calculation gives 3.93 eV/Å. Its gap between HOMO and LUMO is 6.67 eV. Its total charge is +1. As for the HOMO energy: -10.1 eV. As for the energy above the lowest of the compared OMol25 structures with the same formula, charge and spin: 3.439 eV.

2.
Formula: C65H94B3F12N10O2
Source: OMol25
Level of theory: wB97M-V/def2-TZVPD

Last column: Mulliken charge in e.
Positions of all 186 atoms, in Å:
1 C -11.248 -5.086 2.100  -0.872
2 N -9.845 -5.326 1.707  -0.025
3 C -9.244 -6.533 1.798  -0.042
4 C -7.940 -6.752 1.331  -0.786
5 C -7.245 -5.623 0.763  0.973
6 C -7.870 -4.395 0.825  -0.549
7 C -9.167 -4.263 1.254  -0.545
8 C -5.925 -5.706 0.161  0.759
9 C -5.022 -4.675 0.311  -0.591
10 C -3.693 -4.815 0.034  -0.406
11 N -3.230 -5.991 -0.371  0.201
12 C -4.106 -6.974 -0.785  -0.314
13 C -5.460 -6.824 -0.547  -0.657
14 C -1.774 -6.077 -0.517  -0.897
15 H -11.731 -5.980 2.502  0.303
16 H -11.760 -4.735 1.225  0.375
17 H -11.249 -4.336 2.898  0.368
18 H -9.793 -7.362 2.213  0.407
19 H -7.497 -7.735 1.512  0.470
20 H -7.443 -3.533 0.318  0.512
21 H -9.756 -3.374 1.166  0.515
22 H -5.201 -3.798 0.919  0.262
23 H -2.978 -4.051 0.367  0.557
24 H -3.736 -7.832 -1.292  0.478
25 H -6.138 -7.596 -0.935  0.516
26 H -1.348 -7.083 -0.339  0.363
27 H -1.259 -5.489 0.268  0.312
28 H -1.550 -5.718 -1.526  0.327
29 C 9.005 -6.041 4.313  -0.844
30 N 8.049 -4.888 4.392  -0.016
31 C 7.574 -4.534 5.578  -0.188
32 C 6.938 -3.298 5.731  -0.762
33 C 6.783 -2.479 4.625  0.687
34 C 7.280 -2.908 3.358  -0.541
35 C 7.879 -4.140 3.313  -0.277
36 C 6.262 -1.090 4.871  0.725
37 C 5.304 -0.525 4.065  -0.764
38 C 5.032 0.812 4.259  -0.213
39 N 5.623 1.525 5.217  0.106
40 C 6.451 0.973 6.092  -0.366
41 C 6.834 -0.348 5.926  -0.688
42 C 5.522 3.020 5.283  -0.857
43 H 8.677 -6.629 3.441  0.339
44 H 8.988 -6.632 5.229  0.333
45 H 9.986 -5.563 4.148  0.372
46 H 7.525 -5.262 6.416  0.378
47 H 6.508 -2.967 6.669  0.552
48 H 7.057 -2.273 2.454  0.425
49 H 8.325 -4.523 2.431  0.520
50 H 4.884 -1.007 3.166  0.561
51 H 4.227 1.363 3.720  0.536
52 H 6.948 1.679 6.727  0.376
53 H 7.647 -0.740 6.516  0.566
54 H 6.313 3.481 4.697  0.371
55 H 5.754 3.373 6.327  0.326
56 H 4.534 3.362 4.917  0.321
57 C 5.641 6.943 -2.443  -0.833
58 N 4.726 7.309 -1.326  0.096
59 C 4.489 8.627 -0.973  -0.583
60 C 3.655 8.932 0.116  -0.669
61 C 3.011 7.933 0.862  1.429
62 C 3.337 6.610 0.550  -0.585
63 C 4.216 6.301 -0.493  -0.352
64 C 2.206 8.305 2.050  1.407
65 C 1.625 7.295 2.790  -0.562
66 C 0.897 7.674 3.892  -0.665
67 N 0.824 8.932 4.324  0.045
68 C 1.447 9.915 3.684  -0.275
69 C 2.056 9.641 2.465  -0.789
70 C 0.247 9.155 5.667  -0.867
71 H 6.627 7.327 -2.247  0.400
72 H 5.312 7.327 -3.394  0.353
73 H 5.707 5.867 -2.440  0.267
74 H 5.023 9.443 -1.412  0.448
75 H 3.594 9.995 0.295  0.295
76 H 2.996 5.788 1.133  0.332
77 H 4.407 5.304 -0.873  0.427
78 H 1.743 6.241 2.595  0.380
79 H 0.384 6.937 4.501  0.557
80 H 1.478 10.908 4.067  0.418
81 H 2.482 10.459 1.925  0.409
82 H 0.772 8.592 6.432  0.368
83 H -0.782 8.821 5.617  0.378
84 H 0.256 10.231 5.923  0.302
85 C -2.595 -5.316 9.965  -0.908
86 N -2.447 -4.091 9.171  0.022
87 C -2.308 -4.239 7.830  -0.298
88 C -2.343 -3.198 6.954  -0.698
89 C -2.584 -1.871 7.486  0.028
90 C -2.618 -1.767 8.882  -0.723
91 C -2.542 -2.894 9.658  -0.190
92 C -2.913 -0.631 6.738  1.214
93 C -4.179 -0.018 6.945  -0.763
94 C -4.555 1.132 6.250  -0.514
95 N -3.661 1.713 5.363  0.133
96 C -2.445 1.188 5.222  -0.187
97 C -2.037 -0.014 5.855  -0.877
98 C -4.025 2.885 4.543  -0.941
99 H -1.633 -5.781 10.063  0.354
100 H -3.349 -5.984 9.536  0.402
101 H -3.014 -5.032 10.924  0.328
102 H -2.130 -5.278 7.531  0.502
103 H -2.318 -3.433 5.914  0.648
104 H -2.667 -0.811 9.341  0.566
105 H -2.708 -2.741 10.723  0.361
106 H -4.803 -0.326 7.764  0.596
107 H -5.474 1.660 6.334  0.545
108 H -1.765 1.742 4.582  0.719
109 H -1.013 -0.333 5.696  0.522
110 H -3.188 3.227 3.949  0.319
111 H -4.333 3.696 5.189  0.381
112 H -4.870 2.625 3.907  0.360
113 C 3.777 0.437 -7.998  -1.657
114 C 3.900 -0.906 -8.816  0.910
115 C 2.836 -0.928 -9.971  -0.873
116 C 3.128 -2.076 -10.963  -0.259
117 C 4.196 -1.894 -11.875  -0.922
118 C 6.084 -1.530 -10.488  0.464
119 N 5.316 -0.785 -9.296  0.950
120 O 6.122 -0.144 -8.886  -0.470
121 C 6.819 -0.596 -11.345  -1.413
122 C 6.261 -2.947 -10.414  -1.280
123 C 3.876 -2.104 -7.901  -1.535
124 H 3.959 1.271 -8.691  0.455
125 H 4.292 0.430 -7.031  0.372
126 H 2.709 0.506 -7.707  0.427
127 H 2.809 -0.027 -10.597  0.446
128 H 1.851 -1.003 -9.525  0.485
129 H 2.581 -1.726 -11.998  0.301
130 H 2.775 -3.102 -10.947  0.364
131 H 4.368 -0.881 -12.147  0.419
132 H 4.695 -2.740 -12.326  0.455
133 H 6.398 0.410 -11.288  0.403
134 H 6.962 -1.011 -12.328  0.436
135 H 7.870 -0.523 -10.961  0.350
136 H 7.044 -2.889 -9.588  0.388
137 H 6.841 -3.403 -11.268  0.362
138 H 5.433 -3.547 -9.981  0.285
139 H 4.687 -1.885 -7.203  0.456
140 H 4.082 -3.123 -8.276  0.296
141 H 2.890 -2.102 -7.428  0.385
142 C -5.660 3.290 -6.799  -1.188
143 C -5.501 2.276 -5.702  -0.278
144 N -4.662 2.676 -4.466  0.437
145 C -3.309 3.175 -4.870  -1.323
146 C -5.395 3.766 -3.859  -0.256
147 C -4.708 4.450 -2.669  -1.281
148 C -4.557 1.469 -3.538  -0.574
149 C -3.488 0.423 -3.848  -0.621
150 O -3.807 -0.182 -5.165  -0.312
151 C -2.738 -0.925 -5.765  -0.754
152 H -4.720 3.525 -7.349  0.301
153 H -6.260 4.168 -6.475  0.352
154 H -6.309 2.839 -7.595  0.418
155 H -5.084 1.305 -6.077  0.345
156 H -6.486 1.974 -5.378  0.367
157 H -3.406 3.993 -5.493  0.437
158 H -2.863 2.442 -5.497  0.420
159 H -2.773 3.336 -3.922  0.451
160 H -6.437 3.519 -3.634  0.439
161 H -5.481 4.515 -4.681  0.223
162 H -3.835 5.066 -2.843  0.381
163 H -4.339 3.724 -1.913  0.320
164 H -5.482 4.981 -2.058  0.380
165 H -5.510 1.021 -3.504  0.336
166 H -4.341 1.829 -2.521  0.326
167 H -3.673 -0.357 -3.058  0.381
168 H -2.435 0.780 -3.863  0.394
169 H -3.087 -1.344 -6.706  0.293
170 H -2.483 -1.777 -5.156  0.310
171 H -1.772 -0.343 -5.908  0.276
172 B -3.926 -1.629 2.603  0.354
173 F -2.608 -1.682 2.134  -0.439
174 F -4.022 -0.834 3.750  -0.001
175 F -4.712 -1.237 1.510  -0.398
176 F -4.331 -2.920 2.941  -0.418
177 B 1.334 2.840 1.687  0.352
178 F 0.457 2.868 2.905  -0.444
179 F 2.136 1.707 1.801  -0.387
180 F 0.639 2.682 0.582  -0.299
181 F 2.149 3.991 1.720  -0.332
182 B 1.314 -4.319 1.807  0.650
183 F 0.095 -5.171 1.814  -0.482
184 F 1.449 -3.819 3.131  -0.413
185 F 2.456 -5.001 1.411  -0.366
186 F 1.047 -3.278 0.915  -0.400

For the largest force on an atom, the calculation gives 13.04 eV/Å. Its gap between HOMO and LUMO is 3.61 eV. Its total charge is +7. As for the HOMO energy: -16.3 eV.

Among the records above, which one has the lowest HOMO? C65H94B3F12N10O2

The highest gap between HOMO and LUMO belongs to which entry? C65H83ClF7N4O5P2S2